(1)
Computed, not measured: 2 unconnected molecules or ions with the total composition C6H10O, with wB97M-V/def2-TZVPD.

Element x y z (Å)
C 2.1567 -2.2112 -0.2240
C 1.8897 -1.0367 -0.1469
C 1.4553 0.3639 -0.0598
C -0.0311 0.4051 0.3175
O -0.4277 0.8802 1.3549
C -0.9855 -0.1691 -0.6905
C -2.3612 -0.4655 -0.1204
H 2.3733 -3.2557 -0.2649
H 2.0370 0.9281 0.6737
H 1.5669 0.8548 -1.0359
H -1.0576 0.5221 -1.5416
H -0.5089 -1.0603 -1.1014
H -3.0302 -0.8140 -0.9095
H -2.8041 0.4113 0.3578
H -2.3079 -1.2332 0.6562
H 1.2552 3.1948 1.2334
H 0.7801 2.6854 1.5012

As for the LUMO energy: 0.93 eV. The SMILES is C#CCC(=O)CC.[H][H]. The calculation puts the maximum force at 0.82 eV/Å. For the electronic energy, the calculation gives -309.75294 hartree. The HOMO energy comes out at -9.66 eV. The frontier orbital gap is 10.59 eV.

***

(2)
Computed, not measured: 3 unconnected molecules or ions with the total composition C6H10O, with wB97M-V/def2-TZVPD.

Element x y z (Å)
C 0.4143 -1.3886 -0.5898
C 1.5289 -0.8128 -0.0445
O 1.8857 -1.0082 1.2546
H 0.0165 -2.2994 -0.1587
H 0.2271 -1.2245 -1.6464
H 2.3664 -0.4707 -0.6326
H 1.0899 -1.2576 1.7445
C 0.0076 1.9541 -0.3886
C 1.1541 1.4925 -0.4105
H -0.6178 2.8232 -0.4658
H 2.2041 1.6266 -0.5666
C -1.4579 -0.5549 0.3717
C -1.6797 0.7812 0.1388
H -1.1834 -0.8710 1.3777
H -1.9479 -1.3097 -0.2313
H -2.2634 1.0607 -0.7357
H -1.7444 1.4592 0.9830

As for the LUMO energy: 0.95 eV. The SMILES is C=CO.C#C.C=C. The calculation puts the maximum force at 0.63 eV/Å. For the electronic energy, the calculation gives -309.62226 hartree. The HOMO energy comes out at -7.90 eV. The frontier orbital gap is 8.85 eV.

***

(3)
Computed, not measured: 3 unconnected molecules or ions with the total composition C6H10O, with wB97M-V/def2-TZVPD.

Element x y z (Å)
C 0.7980 -1.7149 -0.7262
C 1.6191 -1.0631 0.0918
O 1.7686 -1.2621 1.4263
H 0.1407 -2.5077 -0.3753
H 0.7465 -1.4428 -1.7735
H 2.2698 -0.2651 -0.2490
H 1.1591 -1.9593 1.7039
C 0.4467 2.3759 -0.6872
C 1.6323 2.2629 -0.8506
H -0.6071 2.4604 -0.5365
H 2.6850 2.1546 -0.9909
C -1.8976 -0.4647 0.5564
C -2.3308 0.7839 0.4355
H -1.3206 -0.7847 1.4210
H -2.0861 -1.2135 -0.2085
H -2.8920 1.1093 -0.4377
H -2.1315 1.5311 1.2005

As for the LUMO energy: 0.97 eV. The SMILES is C=CO.C#C.C=C. The calculation puts the maximum force at 0.55 eV/Å. For the electronic energy, the calculation gives -309.70266 hartree. The HOMO energy comes out at -8.96 eV. The frontier orbital gap is 9.93 eV.

***

(4)
Computed, not measured: 2 unconnected molecules or ions with the total composition C6H10O, with wB97M-V/def2-TZVPD.

Element x y z (Å)
C 1.0472 1.1534 0.8068
C 2.0520 0.3258 0.5147
C 2.0530 -1.0617 1.0499
O 1.1160 -1.5714 1.6292
H 1.0054 2.1694 0.4244
H 0.2109 0.8120 1.4123
H 2.9012 0.6355 -0.0946
H 2.9966 -1.6266 0.9014
C -2.3698 0.4659 0.1784
C -1.6386 0.4004 -0.9339
C -0.7601 -0.7592 -1.3123
H -2.9891 1.3321 0.4005
H -2.3724 -0.3509 0.9020
H -1.6456 1.2487 -1.6221
H 0.2463 -0.4201 -1.5839
H -1.1757 -1.2766 -2.1848
H -0.6772 -1.4767 -0.4880

As for the LUMO energy: 0.07 eV. The SMILES is C=CC=O.C=CC. The calculation puts the maximum force at 0.64 eV/Å. For the electronic energy, the calculation gives -309.78674 hartree. The HOMO energy comes out at -9.62 eV. The frontier orbital gap is 9.69 eV.

***

(5)
Computed, not measured: C6H10O in the gas phase, with wB97M-V/def2-TZVPD.

Element x y z (Å)
C 1.1165 0.3062 -0.3325
C -0.1819 0.5745 -2.4388
O -0.1239 -0.1032 -0.9492
C -1.2833 0.0592 -0.1060
C -1.0183 -0.3145 1.3241
C 0.1947 -0.6043 1.7845
C 1.3964 -0.5581 0.8816
H 1.0257 1.3674 -0.0666
H 1.8422 0.2019 -1.1363
H -0.6730 1.5299 -2.1472
H -1.0064 -0.0417 -2.8433
H -1.6231 1.1006 -0.1927
H -2.0464 -0.5853 -0.5526
H -1.8906 -0.3326 1.9740
H 0.3348 -0.8827 2.8265
H 1.6713 -1.5734 0.5681
H 2.2653 -0.1440 1.4063

As for the LUMO energy: 0.81 eV. The calculation puts the maximum force at 0.47 eV/Å. For the electronic energy, the calculation gives -309.68297 hartree. The HOMO energy comes out at -7.28 eV. The frontier orbital gap is 8.09 eV.

***

(6)
Computed, not measured: C6H10O in the gas phase, with wB97M-V/def2-TZVPD.

Element x y z (Å)
C 1.7999 -0.6589 0.1983
C 0.6201 0.1701 0.6907
C -0.6316 -0.5499 1.1644
C -1.7314 -0.0799 0.5814
C -1.2845 0.5000 -0.7364
O -1.1969 -0.7555 -1.4784
C 0.0780 1.1077 -0.4140
H 1.5707 -1.1619 -0.7468
H 2.6612 -0.0025 0.0247
H 2.0972 -1.4188 0.9234
H 0.9629 0.7521 1.5559
H -0.5984 -1.4138 1.8195
H -2.7593 -0.3813 0.7514
H -1.9719 1.1986 -1.2374
H -0.4016 -0.9214 -2.0010
H 0.7055 1.1360 -1.3126
H 0.0013 2.1454 -0.0625

As for the LUMO energy: 1.00 eV. The SMILES is C[C@@H]1C=C[C@H](O)C1. The calculation puts the maximum force at 0.95 eV/Å. For the electronic energy, the calculation gives -309.80753 hartree. The HOMO energy comes out at -9.02 eV. The frontier orbital gap is 10.02 eV.

***

(7)
Computed, not measured: C6H10O in the gas phase at a distorted geometry, with wB97M-V/def2-TZVPD.

Element x y z (Å)
C 1.7856 -0.5318 -0.1021
C 0.5654 0.1080 0.6022
C 0.1162 1.3854 -0.1416
C -1.3766 1.2577 -0.3681
C -1.8066 0.0479 -0.0292
C -0.7188 -0.7993 0.5989
O -0.5533 -2.0347 -0.0789
H 1.6368 -0.8035 -1.1660
H 2.6639 0.1339 -0.1073
H 2.0754 -1.4544 0.4037
H 0.8466 0.3328 1.6387
H 0.6139 1.2148 -1.0849
H 0.4293 2.3594 0.2630
H -1.9778 2.0405 -0.8331
H -2.8015 -0.3582 -0.1919
H -1.0099 -1.0823 1.6138
H -0.4885 -1.8162 -1.0171

As for the LUMO energy: 0.97 eV. The SMILES is C[C@H]1CC=C[C@H]1O. The calculation puts the maximum force at 1.18 eV/Å. For the electronic energy, the calculation gives -309.82642 hartree. The HOMO energy comes out at -9.44 eV. The frontier orbital gap is 10.40 eV.

***

(8)
Computed, not measured: C6H10O in the gas phase, with wB97M-V/def2-TZVPD.

Element x y z (Å)
O 1.6907 -0.6487 1.2430
C 1.3325 -0.4768 -0.1280
C 1.1370 0.9911 -0.4037
C -0.0595 1.5647 -0.2993
C -1.3140 0.8304 0.0903
C -1.1856 -0.7095 0.1674
C 0.0842 -1.2871 -0.4723
H 1.0587 -0.1204 1.7507
H 2.1870 -0.8664 -0.6941
H 2.0229 1.5928 -0.5901
H -0.1576 2.6419 -0.4344
H -2.1370 1.1278 -0.5696
H -1.6018 1.2139 1.0804
H -1.2158 -1.0210 1.2171
H -2.0617 -1.1755 -0.2959
H 0.2423 -2.3053 -0.0995
H -0.0222 -1.3520 -1.5620

As for the LUMO energy: 0.93 eV. The SMILES is O[C@@H]1C=CCCC1. The calculation puts the maximum force at 0.31 eV/Å. For the electronic energy, the calculation gives -309.83600 hartree. The HOMO energy comes out at -9.47 eV. The frontier orbital gap is 10.40 eV.